Record 1
This record from OMol25 describes a 2-piece molecular cluster, C3H7NO4 overall. The level of theory is wB97M-V/def2-TZVPD.

The calculation puts the molecular weight at 121.092 g/mol. The value obtained for the frontier orbital gap (spin up / spin down) is 8.93 / 7.54 eV. The calculation puts the LUMO energy (spin up / spin down) at -0.721 / -2.576 eV. As for the total energy: -473.96845 hartree. The value obtained for the HOMO energy (spin up / spin down) is -9.65 / -10.12 eV. The value obtained for the largest force on an atom is 5.4 eV/A.

```
15
Properties=species:S:1:pos:R:3:forces:R:3:nbo_charge:R:1
C -0.20498 0.10795 -1.68614 0.1 -0.2 -0.8 -0.63
C 0.28500 -0.11088 -0.27643 0.8 0.0 -1.5 0.04
C 0.39376 -1.58011 0.13486 1.3 -0.8 0.0 -0.06
O 0.86751 -1.54519 1.46349 0.0 1.3 -0.2 -0.71
O -0.70741 0.05618 0.55875 -2.4 1.8 2.2 -0.31
O -0.32549 2.38299 0.64729 -2.3 0.6 4.0 -0.25
N -0.92972 2.55557 1.73352 2.0 4.4 -2.4 0.52
O -1.09825 3.65666 2.31287 0.3 -4.3 -1.5 -0.25
H 0.48806 -0.27548 -2.42190 0.2 -0.3 -0.3 0.20
H -1.18510 -0.35918 -1.81659 0.2 0.0 0.0 0.22
H -0.31019 1.16309 -1.91541 -0.1 0.2 0.2 0.22
H 1.21027 0.48782 -0.08081 -0.4 -0.7 0.2 0.18
H -0.61298 -2.00096 0.09782 0.1 -0.3 -0.3 0.19
H 1.11347 -2.11972 -0.49137 -0.2 0.0 -0.3 0.18
H 1.01606 -2.41874 1.74007 0.4 -1.8 0.7 0.47
```
Positions in Å, forces in eV/Å.

=====

Record 2
This record from OMol25 describes an isolated molecule of C23H27ClN4O. The level of theory is wB97M-V/def2-TZVPD.

The calculation puts the molecular weight at 410.949 g/mol. The value obtained for the frontier orbital gap is 8.48 eV. The calculation puts the LUMO energy at 0.400 eV. As for the total energy: -1647.10325 hartree. The value obtained for the HOMO energy is -8.08 eV. The value obtained for the largest force on an atom is 0.4 eV/A.

```
56
Properties=species:S:1:pos:R:3:forces:R:3:nbo_charge:R:1
C -3.14316 -0.30542 -2.92048 0.0 0.0 0.0 -0.42
C -2.24849 -1.20900 -3.30006 -0.1 0.2 0.0 0.04
C -2.59486 -2.64207 -3.56520 0.0 0.0 0.0 -0.65
C -0.80642 -0.79139 -3.54623 0.2 -0.3 0.0 -0.26
N -0.03586 -0.42768 -2.36181 -0.3 0.2 0.1 -0.63
C -0.00057 -1.22891 -1.28283 0.2 -0.1 -0.1 0.69
O -0.49592 -2.34422 -1.25489 0.0 0.0 0.0 -0.64
C 0.79155 -0.76725 -0.04177 0.0 0.0 0.0 -0.16
C 1.87574 0.29831 -0.14352 0.0 0.0 0.0 0.03
C 3.08193 0.03694 0.44189 0.0 0.0 0.0 -0.22
C 4.09327 1.02638 0.58536 0.0 0.0 0.0 -0.26
C 3.86988 2.28366 0.14829 0.0 0.0 0.0 0.02
N 2.67656 2.56696 -0.45990 0.0 0.0 0.0 -0.31
C 2.22557 3.74311 -1.01801 0.0 0.0 0.0 -0.12
C 0.99719 3.44942 -1.53548 0.0 0.0 0.0 -0.03
N 0.66571 2.14812 -1.31715 0.0 0.0 0.0 -0.52
C 1.68154 1.61925 -0.65330 0.0 0.0 0.0 0.31
N -0.11003 -0.52515 1.09357 0.0 0.0 0.0 -0.45
C 0.45894 -0.85612 2.39302 0.0 0.0 0.0 -0.20
C 0.64154 -2.35836 2.61414 0.0 0.0 0.0 -0.23
C -0.65668 -3.11607 2.36389 0.0 0.0 0.0 -0.61
C 1.16446 -2.58784 4.02869 0.0 0.0 0.0 -0.60
C -0.85278 0.68531 1.02714 0.0 0.0 0.0 0.14
C -0.49926 1.81212 1.76566 0.0 0.0 0.0 -0.19
C -1.21031 2.99472 1.63402 0.0 0.0 0.0 -0.24
C -2.27744 3.04552 0.75455 0.0 0.0 0.0 -0.04
Cl -3.15811 4.53671 0.56322 0.0 0.0 0.0 -0.01
C -2.66244 1.92805 0.03337 0.0 0.0 0.0 -0.21
C -1.95435 0.74798 0.18118 0.0 0.0 0.0 -0.21
H -2.86192 0.73080 -2.76597 0.0 0.0 0.0 0.19
H -4.17769 -0.57219 -2.74082 0.0 0.0 0.0 0.20
H -1.98156 -3.29290 -2.94241 0.0 0.0 0.0 0.25
H -3.64791 -2.83686 -3.36548 0.0 0.0 0.0 0.21
H -2.39317 -2.89302 -4.61063 0.0 0.0 0.0 0.21
H -0.28694 -1.60513 -4.05797 0.0 0.0 0.0 0.20
H -0.78162 0.07609 -4.20530 0.0 0.0 0.0 0.21
H 0.13402 0.56330 -2.20202 0.0 0.0 0.0 0.44
H 1.32109 -1.68683 0.20536 0.0 0.0 0.0 0.24
H 3.27003 -0.95525 0.83419 0.0 0.0 0.0 0.22
H 5.03305 0.78638 1.05981 0.0 0.0 0.0 0.23
H 4.57167 3.09941 0.23683 0.0 0.0 0.0 0.22
H 2.81324 4.64326 -1.00131 0.0 0.0 0.0 0.22
H 0.33032 4.11669 -2.05667 0.0 0.0 0.0 0.22
H 1.41647 -0.34249 2.57929 0.0 0.0 0.0 0.17
H -0.24490 -0.49101 3.14539 0.0 0.0 0.0 0.21
H 1.39743 -2.73679 1.91625 0.0 0.0 0.0 0.19
H -1.44507 -2.74232 3.02412 0.0 0.0 0.0 0.20
H -0.98715 -2.99473 1.33303 0.0 0.0 0.0 0.24
H -0.52647 -4.18083 2.56574 0.0 0.0 0.0 0.21
H 0.43115 -2.25241 4.76693 0.0 0.0 0.0 0.20
H 1.35402 -3.64680 4.20741 0.0 0.0 0.0 0.21
H 2.09430 -2.04335 4.20912 0.0 0.0 0.0 0.20
H 0.35219 1.77552 2.43405 0.0 0.0 0.0 0.21
H -0.93315 3.87505 2.19778 0.0 0.0 0.0 0.23
H -3.51628 1.98120 -0.62860 0.0 0.0 0.0 0.23
H -2.25233 -0.13787 -0.36546 0.0 0.0 0.0 0.24
```
Positions in Å, forces in eV/Å.

=====

Record 3
This record from OMol25 describes a 6-piece molecular cluster, C35H38F40INO7 overall. The level of theory is wB97M-V/def2-TZVPD.

The calculation puts the molecular weight at 1471.513 g/mol. The value obtained for the frontier orbital gap is 9.18 eV. The calculation puts the LUMO energy at -0.032 eV. As for the total energy: -6230.02859 hartree. The value obtained for the HOMO energy is -9.21 eV. The value obtained for the largest force on an atom is 9.2 eV/A.

```
122
Properties=species:S:1:pos:R:3:forces:R:3:mulliken_charge:R:1
C 2.87903 0.03315 -3.85426 0.8 -0.8 0.1 -0.56
C 3.45343 -1.16278 -2.89161 -1.1 0.4 0.2 0.09
O 4.94384 -0.98454 -2.90901 0.7 0.3 3.0 -0.29
C 5.52688 -0.94174 -1.52696 2.4 2.0 0.8 0.18
O 6.64915 -0.31636 -1.13728 -7.5 -4.3 -3.1 -0.61
C 4.39349 -1.78551 -0.69627 0.5 -0.5 0.4 -0.47
C 4.52642 -1.98447 0.92539 -0.9 0.1 0.6 -0.40
C 3.16438 -2.83784 1.38850 0.4 0.8 -0.5 0.33
C 3.34460 -3.62897 2.81250 0.2 -0.6 -1.9 -0.84
I 2.52016 -2.26945 4.37270 0.5 -0.9 -0.7 0.02
C 2.99307 -1.20883 -1.31945 -0.7 -1.0 -0.2 0.45
C 2.23070 0.06561 -0.63343 0.3 -0.1 1.0 0.21
C 3.17825 1.06620 0.24922 -0.5 0.6 0.4 -0.46
N 2.58006 2.47939 0.11244 1.2 -0.6 -0.2 -0.42
H 3.54858 0.98757 -3.65282 -1.7 -1.9 -0.4 0.25
H 1.73834 0.20049 -3.63707 2.3 -0.2 -0.6 0.24
H 3.06254 -0.32723 -4.97738 -0.6 1.0 2.6 -0.19
H 3.05035 -2.20997 -3.29688 1.7 2.1 0.5 0.24
H 4.48801 -2.89375 -1.10660 -0.1 2.3 0.5 0.40
H 4.57933 -0.97370 1.53652 -0.1 -2.0 -1.4 0.10
H 5.44506 -2.63575 1.25389 -1.6 1.3 -1.1 0.46
H 2.27230 -2.06290 1.51224 1.8 -1.8 -0.5 -0.49
H 2.94432 -3.56004 0.46772 0.3 1.2 2.2 0.32
H 2.69828 -4.62260 2.75884 1.5 2.2 0.5 0.35
H 4.49345 -3.86236 2.98384 -2.6 0.5 0.0 0.39
H 2.17456 -2.07193 -1.25764 1.9 1.7 -0.2 0.30
H 1.42262 -0.38443 0.12131 1.8 1.1 -1.8 -0.86
H 1.63562 0.72006 -1.40265 1.2 -1.4 1.3 0.41
H 4.31017 1.08015 -0.04398 -2.0 -0.4 0.4 0.26
H 3.07242 0.79270 1.40430 0.4 0.5 -2.5 0.16
H 2.53062 2.75316 -0.89790 0.3 -0.4 1.3 0.20
H 3.19557 3.16652 0.60669 -0.7 -0.9 -0.7 0.27
F -1.48907 -1.02937 1.47552 0.3 -0.3 -0.3 -0.11
C -0.83556 -2.19055 1.24442 0.8 0.5 -0.5 0.53
F -0.35277 -2.10933 -0.02585 -0.2 -0.3 0.1 -0.23
C -1.74121 -3.40798 1.39664 -0.9 -0.5 -0.2 0.96
F -2.73901 -3.40324 0.47201 0.4 0.2 0.1 -0.25
F -0.99694 -4.52766 1.12993 0.2 0.5 0.2 -0.33
C -2.35067 -3.59268 2.79392 -0.2 -0.9 0.7 -0.80
O -3.68327 -3.10297 2.97165 0.5 1.8 -0.4 -0.44
C -3.78770 -1.71266 3.27328 0.8 -1.7 1.2 0.67
F -2.55637 -1.22307 3.55479 -0.9 0.3 0.1 -0.20
F -4.49216 -1.63870 4.43559 0.0 0.2 -0.9 -0.31
C -4.51157 -0.91915 2.17706 -0.6 0.4 -0.5 0.10
F -3.88695 -1.03516 0.97922 -0.2 -0.1 0.3 -0.18
F -4.54256 0.40800 2.47321 0.2 -0.4 0.3 -0.23
H 0.02276 -2.24680 1.91998 -0.1 -0.1 0.1 -0.35
H -2.43955 -4.67510 2.95371 -0.1 0.2 -0.3 0.47
H -1.67996 -3.25345 3.59228 -0.1 0.2 -0.3 0.36
H -5.54065 -1.26827 2.05684 0.1 -0.1 0.2 0.28
F 0.64988 4.35399 2.79848 0.0 0.4 0.5 -0.16
C 0.16153 5.25111 3.68477 1.1 0.0 0.3 0.01
F 0.87605 5.08142 4.83104 -0.4 0.1 0.0 -0.29
C -1.32794 5.05700 3.94810 -0.8 -0.5 0.2 0.96
F -1.57651 3.85251 4.52948 0.3 0.2 -0.1 -0.13
F -1.72393 5.99692 4.86379 0.4 0.1 -0.4 -0.36
C -2.23092 5.21735 2.71649 -1.1 0.4 -0.2 -0.79
O -2.61843 4.00892 2.05563 1.8 -0.4 -0.5 -0.36
C -1.67654 3.49927 1.11332 -1.0 1.7 0.1 0.49
F -0.71645 4.42943 0.89389 -0.3 -0.8 -0.5 -0.28
F -2.35535 3.38114 -0.06055 0.3 -0.5 0.5 -0.24
C -1.10597 2.13436 1.52175 0.4 -0.9 0.1 1.18
F -0.49218 2.18901 2.72952 -0.4 0.0 -0.3 -0.24
F -0.17243 1.70744 0.62943 -0.6 0.4 0.1 -0.18
H 0.37129 6.25769 3.31190 -0.2 0.0 0.0 0.26
H -3.17728 5.64035 3.07782 0.2 -0.3 0.1 0.38
H -1.84958 5.96543 2.01133 0.2 -0.3 0.2 0.34
H -1.89665 1.38137 1.57821 -0.1 0.2 -0.1 -0.66
F 2.96530 -2.55355 -8.40815 0.3 0.1 0.5 -0.21
C 3.85450 -1.82196 -7.69899 0.1 -0.9 0.6 0.15
F 3.69896 -2.19063 -6.39777 0.1 0.3 -0.1 -0.23
C 3.63395 -0.32174 -7.86091 -0.6 0.8 0.0 0.90
F 2.42585 0.05889 -7.36474 0.3 -0.3 -0.1 -0.25
F 4.56764 0.33013 -7.09799 0.1 -0.5 -0.3 -0.34
C 3.77667 0.20387 -9.29664 0.4 0.9 -0.5 -0.78
O 2.56073 0.37083 -10.03204 -0.4 -1.9 0.0 -0.41
C 2.06702 -0.80527 -10.67071 1.7 1.2 -0.3 0.74
F 3.01404 -1.77254 -10.61896 -0.8 0.1 -0.5 -0.27
F 1.93540 -0.48347 -11.98669 -0.4 -0.2 0.6 -0.30
C 0.71304 -1.26208 -10.11087 -0.8 -0.3 0.4 0.20
F 0.78008 -1.51306 -8.78010 0.0 0.3 -0.5 -0.20
F 0.30197 -2.41480 -10.70437 0.4 0.4 -0.1 -0.26
H 4.86427 -2.11044 -8.00458 0.0 0.2 -0.1 0.28
H 4.18300 1.22051 -9.21656 -0.3 -0.2 0.2 0.42
H 4.53069 -0.34654 -9.87180 -0.3 -0.1 0.3 0.34
H -0.05396 -0.49997 -10.27287 0.2 0.1 -0.1 0.24
F -5.11737 -1.21591 -4.09102 -0.3 -0.3 0.4 -0.23
C -5.52938 -1.41096 -2.81782 -0.2 -1.1 -0.3 0.20
F -6.58860 -2.26333 -2.88686 0.0 0.3 0.2 -0.29
C -5.93211 -0.11031 -2.13105 -0.5 0.9 -0.1 0.95
F -7.00632 0.46065 -2.73985 0.3 -0.4 0.0 -0.30
F -6.34602 -0.41128 -0.85951 0.4 -0.3 -0.2 -0.29
C -4.81124 0.93187 -2.00669 0.4 0.7 0.8 -0.72
O -4.78779 1.95658 -3.00500 0.3 -1.2 -1.5 -0.44
C -4.12674 1.60977 -4.22056 0.7 0.3 2.0 0.74
F -3.46015 0.44297 -4.04920 0.0 0.7 -0.6 -0.27
F -3.17067 2.56077 -4.40550 -0.7 -0.3 -0.4 -0.28
C -5.07479 1.58634 -5.42721 -0.6 -0.1 -0.7 0.21
F -6.09319 0.70946 -5.24727 0.3 0.5 0.1 -0.21
F -4.42146 1.19827 -6.55529 0.2 0.1 0.5 -0.25
H -4.73223 -1.92005 -2.26862 0.0 0.2 0.1 0.19
H -4.99385 1.47455 -1.07008 -0.2 -0.1 -0.3 0.38
H -3.82517 0.47283 -1.86795 -0.3 -0.1 -0.2 0.40
H -5.50716 2.57491 -5.60367 0.2 0.0 0.2 0.23
F -1.25004 -0.06326 9.77840 0.3 0.0 0.5 -0.19
C -0.12491 -0.29005 10.49356 -0.7 0.1 0.9 0.08
F -0.26689 0.40319 11.65655 0.3 -0.1 -0.2 -0.29
C 1.13318 0.15424 9.75508 0.5 0.8 -0.5 0.92
F 1.13987 1.49908 9.55031 -0.2 -0.5 0.2 -0.26
F 2.21198 -0.10117 10.56112 -0.5 -0.3 0.0 -0.34
C 1.38783 -0.55952 8.41955 0.9 -0.4 -0.5 -0.74
O 0.95958 0.13159 7.24218 -1.8 -0.1 0.4 -0.33
C -0.41479 -0.03865 6.90015 1.6 -1.2 0.1 0.57
F -0.94552 -1.02549 7.66147 -0.3 0.4 -0.8 -0.31
F -0.42209 -0.50928 5.62299 -0.2 0.6 0.4 -0.10
C -1.21263 1.27025 6.97480 -0.5 0.9 0.0 0.39
F -1.16119 1.81839 8.21389 0.2 -0.2 -0.5 -0.23
F -2.52714 1.05853 6.69687 0.4 -0.4 -0.1 -0.24
H -0.08242 -1.35317 10.74695 0.2 0.0 -0.1 0.28
H 2.47759 -0.62975 8.30743 -0.2 0.3 0.1 0.43
H 1.04708 -1.60168 8.42927 -0.2 0.3 0.1 0.30
H -0.82535 2.00502 6.26383 0.1 -0.2 -0.1 0.07
```
Positions in Å, forces in eV/Å.